Computed, not measured: a 17-piece molecular cluster, C64H112F4NO29S4 overall in a non-equilibrium geometry, with ωB97M-V with the def2-TZVPD basis set.

The maximum force is 0.1160 Eh/bohr. Its total charge is +1. The calculation puts the calculated total energy at -6734.0942 a.u. As for the orbital gap: 8.2 eV.

Each line ends with the Mulliken charge.
Positions of all 214 atoms, in Å:
1 C 29.8072 26.0619 10.5323  -1.21
2 C 30.3267 26.7078 9.2221  -0.32
3 N 29.4897 27.9639 8.6808  0.11
4 C 30.0872 28.5195 7.3885  -1.01
5 C 28.0741 27.4494 8.2354  -0.25
6 C 27.0604 28.3459 7.5632  -1.40
7 C 29.3351 29.0378 9.7638  -0.63
8 C 30.5681 29.3808 10.6501  -0.98
9 O 31.6921 29.5324 9.8468  -0.22
10 C 32.9344 29.9187 10.5486  -0.82
11 H 28.8164 25.6080 10.5457  0.33
12 H 29.8496 26.6961 11.4178  0.28
13 H 30.4853 25.2278 10.7128  0.41
14 H 30.2799 26.0734 8.3370  0.53
15 H 31.3728 27.0027 9.3039  0.38
16 H 31.0477 28.9808 7.6181  0.31
17 H 29.3429 29.2623 7.1012  0.46
18 H 30.1324 27.7959 6.5746  0.36
19 H 27.7384 27.0882 9.2074  0.39
20 H 28.2336 26.6393 7.5237  0.33
21 H 26.0483 28.0039 7.3467  0.39
22 H 27.4786 28.6385 6.6001  0.39
23 H 26.9600 29.3266 8.0282  0.35
24 H 28.5137 28.7120 10.4020  0.42
25 H 28.9961 29.9662 9.3043  0.51
26 H 30.6274 28.6665 11.4713  0.34
27 H 30.5978 30.3567 11.1347  0.61
28 H 33.1194 29.2033 11.3498  0.32
29 H 32.6962 30.8114 11.1269  0.31
30 H 33.8319 30.0659 9.9479  0.28
31 F 23.4720 22.0234 8.4754  -0.28
32 C 22.1874 22.2107 8.1160  0.23
33 C 21.5858 23.4471 7.8233  -0.28
34 C 20.2337 23.5432 7.6117  -0.46
35 C 19.4339 22.3597 7.5926  -0.33
36 C 20.0305 21.0947 7.7652  -0.45
37 C 21.4001 21.0649 7.9865  -0.18
38 H 22.2680 24.2840 7.7978  0.38
39 H 19.6760 24.4270 7.3390  0.37
40 H 18.4436 22.3420 7.1622  0.32
41 H 19.5045 20.1788 7.5398  0.35
42 H 21.8552 20.0892 7.9013  0.34
43 F 37.7173 26.4653 15.0454  -0.30
44 C 38.7410 26.3613 14.2663  0.28
45 C 39.2533 27.4749 13.6685  -0.21
46 C 40.4088 27.3753 12.8627  -0.53
47 C 40.9551 26.1129 12.6386  -0.40
48 C 40.4934 24.9654 13.2768  -0.42
49 C 39.3778 25.0600 14.0902  -0.37
50 H 38.8476 28.4605 13.8427  0.41
51 H 40.8333 28.2448 12.3829  0.39
52 H 41.8973 25.9855 12.1263  0.39
53 H 41.0118 24.0256 13.1565  0.39
54 H 38.8484 24.2165 14.5079  0.38
55 F 37.1962 37.9515 13.0115  -0.29
56 C 36.1289 38.7231 12.9783  0.41
57 C 36.2489 40.0609 13.2676  -0.30
58 C 35.1620 40.9052 13.0180  -0.37
59 C 33.9897 40.3558 12.6271  -0.40
60 C 33.8627 38.9566 12.3416  -0.46
61 C 34.9203 38.1406 12.6199  -0.36
62 H 37.1949 40.4450 13.6195  0.38
63 H 35.2108 41.9834 13.0562  0.35
64 H 33.1507 40.9498 12.2959  0.33
65 H 32.8688 38.5919 12.1281  0.35
66 H 35.0352 37.0738 12.4971  0.36
67 F 30.8307 19.9396 7.5294  -0.31
68 C 31.2660 18.7471 8.0139  0.56
69 C 30.8191 18.2884 9.2746  -0.67
70 C 31.4307 17.1531 9.7167  -0.15
71 C 32.4926 16.4897 9.0291  -0.54
72 C 32.9119 16.9687 7.7761  -0.27
73 C 32.2655 18.0752 7.2174  -0.57
74 H 30.0699 18.7692 9.8861  0.42
75 H 31.1377 16.7145 10.6591  0.32
76 H 32.8496 15.5988 9.5242  0.37
77 H 33.6359 16.3971 7.2144  0.38
78 H 32.5874 18.4744 6.2669  0.44
79 C 27.1144 18.1362 2.0793  -0.94
80 S 27.3641 19.8643 1.6069  0.51
81 O 26.5382 19.9872 0.3381  -0.62
82 C 26.4599 20.5606 3.0391  -0.93
83 H 27.3576 17.6340 1.1429  0.33
84 H 26.1163 17.9087 2.4538  0.31
85 H 27.8553 17.8916 2.8404  0.36
86 H 26.6522 19.9698 3.9347  0.33
87 H 25.3700 20.5485 3.0347  0.35
88 H 26.7299 21.6091 3.1650  0.30
89 C 35.1016 31.4181 17.9938  -0.96
90 S 35.1923 33.0361 17.0869  0.50
91 O 33.8335 33.2521 16.4502  -0.61
92 C 35.0972 34.0595 18.6279  -0.90
93 H 34.1329 31.3785 18.4921  0.31
94 H 35.8819 31.2791 18.7421  0.34
95 H 35.0368 30.4914 17.4236  0.33
96 H 35.2790 35.0390 18.1858  0.30
97 H 35.9619 33.8855 19.2683  0.36
98 H 34.2151 33.8408 19.2297  0.32
99 C 29.2853 25.5958 18.6339  -0.90
100 S 29.1550 24.3166 17.3451  0.48
101 O 28.4579 25.0191 16.1770  -0.61
102 C 30.9443 24.1482 16.9270  -0.87
103 H 30.1276 26.2785 18.5215  0.29
104 H 29.3187 25.1769 19.6396  0.34
105 H 28.3679 26.1823 18.6827  0.34
106 H 31.1162 23.3239 16.2348  0.31
107 H 31.4806 23.9961 17.8637  0.34
108 H 31.2456 25.1200 16.5361  0.29
109 C 23.4865 32.5305 14.4962  -0.90
110 S 24.2602 31.0133 13.8320  0.50
111 O 24.6764 31.3338 12.4163  -0.59
112 C 25.7498 31.2076 14.9823  -0.92
113 H 23.2103 32.3932 15.5417  0.36
114 H 22.6327 32.8117 13.8798  0.32
115 H 24.2503 33.2989 14.3769  0.29
116 H 25.4138 31.4288 15.9954  0.33
117 H 26.3756 32.0470 14.6790  0.31
118 H 26.3483 30.2971 15.0100  0.31
119 C 19.8954 32.3836 8.3202  -0.60
120 O 18.8810 32.0631 9.2440  -0.29
121 C 17.9720 31.0433 9.1111  0.73
122 O 18.0129 30.1459 8.3048  -0.54
123 O 17.0029 31.1736 10.0734  -0.29
124 C 15.6897 30.5575 9.9576  -0.62
125 H 20.8601 31.9589 8.5976  0.25
126 H 20.0422 33.4551 8.4560  0.23
127 H 19.5647 32.1253 7.3142  0.31
128 H 15.0247 30.8019 10.7859  0.24
129 H 15.7870 29.4806 9.8200  0.28
130 H 15.1476 30.9514 9.0979  0.29
131 C 30.8426 24.2841 -2.0250  -0.64
132 O 32.0089 24.6183 -1.2313  -0.30
133 C 31.9319 25.1940 -0.0121  0.81
134 O 30.8980 25.1928 0.6698  -0.59
135 O 33.1559 25.6234 0.3523  -0.30
136 C 33.2593 26.2198 1.6677  -0.67
137 H 30.3113 25.2017 -2.2780  0.29
138 H 30.0942 23.6883 -1.5025  0.29
139 H 30.9776 23.7721 -2.9777  0.27
140 H 34.2785 26.1302 2.0436  0.24
141 H 32.5377 25.8578 2.4000  0.32
142 H 33.1402 27.2841 1.4645  0.28
143 C 25.6591 33.5611 -0.6458  -0.66
144 O 26.7888 32.7473 -0.4144  -0.36
145 C 27.0260 32.2203 0.7123  0.87
146 O 26.2094 32.1567 1.6037  -0.60
147 O 28.3001 31.8605 0.8441  -0.35
148 C 29.3957 32.2800 -0.0357  -0.56
149 H 25.8526 33.8242 -1.6858  0.26
150 H 25.7810 34.5052 -0.1148  0.32
151 H 24.6917 33.0597 -0.6728  0.27
152 H 29.2018 32.1374 -1.0989  0.27
153 H 30.2996 31.7455 0.2567  0.22
154 H 29.3392 33.3645 0.0568  0.30
155 C 37.5151 32.4929 3.8853  -0.63
156 O 36.4685 33.2804 4.3333  -0.30
157 C 35.5349 32.9487 5.1975  0.84
158 O 35.2133 31.8145 5.5020  -0.60
159 O 34.9053 34.0547 5.6718  -0.31
160 C 33.8252 33.8353 6.5636  -0.67
161 H 38.4519 32.8000 4.3504  0.26
162 H 37.6068 32.5809 2.8027  0.23
163 H 37.3936 31.4460 4.1630  0.34
164 H 34.1331 33.6646 7.5952  0.27
165 H 33.2038 32.9701 6.3322  0.30
166 H 33.1888 34.7201 6.5761  0.27
167 C 41.3107 24.0398 6.7998  -0.52
168 O 40.9007 24.9023 5.7648  -0.32
169 C 40.0938 26.0122 5.9099  0.74
170 O 39.7082 26.7039 4.9234  -0.57
171 O 39.7520 26.2318 7.2110  -0.27
172 C 38.8538 27.3305 7.4923  -0.67
173 H 42.2033 23.4938 6.4948  0.25
174 H 40.4964 23.3867 7.1136  0.22
175 H 41.5943 24.6496 7.6576  0.28
176 H 37.9951 27.3547 6.8214  0.30
177 H 39.3311 28.2985 7.3399  0.30
178 H 38.4876 27.3074 8.5186  0.25
179 C 24.4774 25.9164 0.3492  -0.66
180 O 23.3769 26.8233 0.2981  -0.30
181 C 22.7430 27.1367 1.4521  0.83
182 O 22.9547 26.5665 2.5444  -0.61
183 O 21.9342 28.1657 1.3256  -0.30
184 C 21.1267 28.5773 2.4398  -0.65
185 H 24.7403 25.5101 -0.6275  0.25
186 H 24.3906 25.0704 1.0310  0.31
187 H 25.3652 26.5036 0.5843  0.28
188 H 20.1769 28.0664 2.5979  0.30
189 H 20.8805 29.5622 2.0429  0.26
190 H 21.6165 28.7114 3.4042  0.30
191 C 36.4412 21.7256 4.6823  -0.68
192 O 36.5433 21.5909 6.0669  -0.30
193 C 35.8692 22.2691 6.8875  0.86
194 O 35.0041 23.1489 6.6191  -0.64
195 O 36.2448 21.7833 8.0117  -0.30
196 C 35.7776 22.2659 9.2009  -0.71
197 H 37.0759 22.4843 4.2246  0.28
198 H 35.4202 21.8287 4.3147  0.32
199 H 36.7908 20.8164 4.1933  0.28
200 H 34.8723 21.8148 9.6072  0.29
201 H 35.6785 23.3506 9.2406  0.32
202 H 36.5179 22.0466 9.9703  0.28
203 C 27.9594 35.6305 10.4583  -0.62
204 O 27.9902 35.8813 9.0813  -0.28
205 C 26.9679 36.4647 8.4708  0.79
206 O 25.9250 36.8010 9.0490  -0.58
207 O 27.2364 36.4326 7.1645  -0.29
208 C 26.1514 36.6215 6.2602  -0.66
209 H 27.9234 36.5873 10.9793  0.28
210 H 28.7005 34.9706 10.9093  0.23
211 H 27.0358 35.0694 10.6011  0.29
212 H 25.6863 35.6572 6.0555  0.29
213 H 26.5032 36.9168 5.2717  0.24
214 H 25.4266 37.3687 6.5835  0.31